1.
The following is a DFT calculation (ωB97M-V/def2-TZVPD) of C47H57BBaF2N8O3S3 as an isolated structure.

```
! RIJCOSX wB97M-V def2-TZVPD def2/J DEFGRID3
* xyz 0 1
Ba 0.33 -0.37 1.40
N -1.66 1.13 5.24
C -0.69 0.97 4.30
O -0.88 1.42 3.16
C 0.56 0.27 4.74
C 1.75 0.41 3.78
H -2.59 1.29 4.88
H -1.61 0.53 6.05
H 0.26 -0.78 4.83
H 0.75 0.59 5.78
H 2.60 -0.14 4.19
H 2.07 1.47 3.78
N -2.01 0.23 0.13
S -2.32 1.01 -1.05
N -1.35 2.27 -1.54
S -0.21 2.47 -2.52
N 1.02 1.57 -2.61
S 1.53 0.59 -1.37
N 0.78 -0.62 -1.15
C 3.20 0.27 -1.98
C 3.74 0.84 -3.12
C 5.01 0.46 -3.52
C 5.72 -0.48 -2.79
C 5.17 -1.05 -1.65
C 3.89 -0.69 -1.24
C 1.85 1.84 -0.10
C 0.87 2.35 0.75
C 1.15 3.42 1.59
C 2.40 4.00 1.60
C 3.39 3.49 0.76
C 3.12 2.43 -0.08
C -0.79 2.51 -4.20
C -1.73 3.46 -4.55
C -2.26 3.44 -5.83
C -1.84 2.48 -6.74
C -0.90 1.53 -6.37
C -0.36 1.53 -5.09
C 0.30 4.15 -2.20
C -0.37 4.94 -1.28
C 0.08 6.23 -1.06
C 1.18 6.71 -1.75
C 1.84 5.91 -2.67
C 1.40 4.62 -2.90
C -2.58 0.10 -2.57
C -3.36 0.61 -3.60
C -3.53 -0.13 -4.75
C -2.92 -1.38 -4.86
C -2.15 -1.88 -3.83
C -1.98 -1.14 -2.66
C -3.84 1.96 -0.93
C -3.98 3.30 -1.25
C -5.21 3.91 -1.07
C -6.29 3.19 -0.57
C -6.13 1.85 -0.24
C -4.91 1.23 -0.41
H 3.17 1.57 -3.67
H 5.44 0.89 -4.41
H 6.72 -0.77 -3.10
H 5.73 -1.78 -1.08
H 3.42 -1.15 -0.38
H -0.15 1.98 0.82
H 0.38 3.74 2.28
H 2.62 4.81 2.27
H 4.38 3.92 0.76
H 3.92 2.06 -0.70
H -2.05 4.21 -3.83
H -2.99 4.19 -6.12
H -2.25 2.47 -7.74
H -0.58 0.77 -7.08
H 0.36 0.80 -4.77
H -1.21 4.53 -0.73
H -0.42 6.85 -0.33
H 1.53 7.72 -1.57
H 2.70 6.28 -3.21
H 1.92 3.97 -3.60
H -3.84 1.58 -3.48
H -4.15 0.25 -5.55
H -3.06 -1.96 -5.76
H -1.70 -2.86 -3.91
H -1.41 -1.51 -1.83
H -3.15 3.85 -1.65
H -5.33 4.96 -1.32
H -7.24 3.68 -0.43
H -6.97 1.29 0.16
H -4.76 0.19 -0.14
O -3.33 -2.42 0.11
H -2.84 -1.62 0.33
H -3.23 -2.97 0.90
C 1.88 -3.66 -1.48
C 1.25 -3.48 -0.13
C -0.14 -4.02 0.05
O 1.82 -2.90 0.78
H 1.88 -4.72 -1.74
H 2.90 -3.28 -1.50
H 1.28 -3.13 -2.21
H -0.33 -4.84 -0.64
H -0.86 -3.22 -0.17
H -0.31 -4.30 1.08
C -0.73 -4.58 6.41
N 0.38 -5.20 5.71
C 1.01 -6.26 6.48
C 1.22 -4.32 5.03
N 1.07 -3.06 5.17
N 2.18 -4.95 4.24
C 3.21 -4.10 3.67
C 1.74 -6.01 3.34
H -1.22 -3.86 5.76
H -0.40 -4.05 7.31
H -1.43 -5.36 6.70
H 1.43 -5.88 7.42
H 1.82 -6.72 5.91
H 0.27 -7.02 6.72
H 1.60 -2.56 4.46
H 3.64 -3.47 4.45
H 2.84 -3.47 2.86
H 4.00 -4.75 3.27
H 0.83 -6.46 3.73
H 2.51 -6.77 3.24
H 1.52 -5.61 2.34
F -2.18 -3.56 2.65
B -1.54 -2.36 2.97
F -2.24 -1.85 4.03
*
```

## Properties
* LUMO level: -0.45 eV
* E_tot: -3933.3451 hartree
* HOMO energy: -5.08 eV

2.
The following is a DFT calculation (ωB97M-V/def2-TZVPD) of C47H57Cl2N4O3SSeTi as an isolated structure.

```
! RIJCOSX wB97M-V def2-TZVPD def2/J DEFGRID3
* xyz -1 3
Ti -0.18 1.58 -0.87
C 3.03 -1.98 5.44
C 2.59 -0.52 5.29
C 3.76 0.40 5.68
C 1.44 -0.27 6.26
C 2.18 -0.24 3.84
C 0.95 0.30 3.49
C 0.65 0.53 2.16
Se -1.07 1.29 1.69
C -1.88 -0.39 1.22
C -2.47 -1.16 2.20
C -2.96 -2.42 1.89
C -2.78 -2.85 0.58
C -2.16 -2.11 -0.43
C -1.76 -0.81 -0.11
O -1.27 0.06 -1.02
C -1.96 -2.85 -1.77
C -1.06 -2.12 -2.77
C -1.28 -4.20 -1.48
C -3.32 -3.09 -2.43
C -3.62 -3.35 2.91
C -2.78 -4.63 3.06
C -3.73 -2.69 4.28
C -5.03 -3.73 2.44
C 1.56 0.25 1.13
O 1.19 0.53 -0.12
C 2.82 -0.27 1.45
C 3.08 -0.50 2.81
C 3.96 -0.55 0.45
C 5.08 0.47 0.72
C 3.57 -0.43 -1.02
C 4.49 -1.97 0.66
H 3.32 -2.19 6.47
H 2.21 -2.66 5.17
H 3.88 -2.22 4.80
H 4.05 0.23 6.72
H 4.63 0.21 5.04
H 3.48 1.45 5.56
H 1.75 -0.53 7.27
H 1.14 0.78 6.27
H 0.56 -0.87 6.01
H 0.21 0.54 4.24
H -2.54 -0.77 3.21
H -3.12 -3.85 0.32
H -0.10 -1.87 -2.33
H -0.90 -2.78 -3.63
H -1.50 -1.19 -3.13
H -0.32 -4.05 -0.98
H -1.89 -4.85 -0.85
H -1.09 -4.72 -2.42
H -3.81 -2.14 -2.65
H -3.19 -3.64 -3.37
H -3.99 -3.67 -1.79
H -1.76 -4.39 3.35
H -3.22 -5.29 3.81
H -2.73 -5.18 2.12
H -2.74 -2.45 4.69
H -4.31 -1.77 4.24
H -4.22 -3.38 4.98
H -5.01 -4.20 1.46
H -5.50 -4.42 3.14
H -5.66 -2.84 2.37
H 4.05 -0.89 3.07
H 4.72 1.49 0.57
H 5.46 0.39 1.74
H 5.91 0.29 0.03
H 3.24 0.57 -1.30
H 4.44 -0.68 -1.63
H 2.76 -1.12 -1.29
H 4.90 -2.13 1.67
H 3.70 -2.71 0.50
H 5.29 -2.17 -0.05
Cl -3.10 4.79 -3.01
C -1.67 5.13 -2.06
C -1.14 6.42 -2.06
C -0.03 6.69 -1.30
Cl 0.62 8.33 -1.31
C 0.61 5.71 -0.53
C 1.76 5.90 0.31
C 2.28 4.79 0.96
C 1.75 3.53 0.81
N 0.65 3.30 0.02
C 0.08 4.41 -0.59
C -1.08 4.13 -1.33
O -1.51 2.85 -1.28
H -1.60 7.19 -2.66
H 2.20 6.88 0.41
H 3.15 4.90 1.60
H 2.19 2.67 1.28
C -3.64 1.14 -5.84
C -2.29 1.20 -6.14
C -1.38 1.27 -5.09
N -1.74 1.28 -3.81
C -3.04 1.23 -3.54
C -4.03 1.16 -4.51
H -4.38 1.08 -6.63
H -1.93 1.18 -7.16
H -0.31 1.32 -5.28
H -3.30 1.24 -2.48
H -5.07 1.12 -4.22
N -3.72 2.51 0.73
H -3.27 2.58 -0.18
H -3.61 3.42 1.17
H -4.71 2.36 0.58
S 1.31 2.46 -2.69
C 1.87 1.24 -3.82
N 2.68 1.76 -4.84
C 3.12 0.96 -5.89
C 2.85 -0.38 -5.89
C 2.10 -0.96 -4.85
C 1.60 -0.09 -3.82
H 2.80 2.75 -4.86
H 3.68 1.46 -6.67
H 3.22 -0.98 -6.71
H 1.89 -2.01 -4.83
H 0.99 -0.47 -3.03
*
```

## Properties
* LUMO level (alpha / beta): 2.04 / 2.04 eV
* E_tot: -6839.6176 hartree
* HOMO energy (alpha / beta): -2.24 / -4.63 eV

3.
The following is a DFT calculation (ωB97M-V/def2-TZVPD) of C47H57N7OPdSTe as an isolated structure.

```
! RIJCOSX wB97M-V def2-TZVPD def2/J DEFGRID3
* xyz 1 2
Pd -1.44 -0.88 0.14
C -3.29 -3.93 -4.42
C -4.33 -3.84 -3.31
N -3.73 -3.82 -1.98
C -3.12 -2.71 -1.51
S -2.10 -3.01 -0.11
N -3.35 -1.57 -2.11
N -2.68 -0.54 -1.53
C -2.67 0.63 -2.07
C -3.29 0.93 -3.39
C -2.05 1.69 -1.25
C -2.12 3.02 -1.62
C -1.61 4.00 -0.78
C -1.04 3.62 0.42
C -0.99 2.27 0.72
N -1.48 1.33 -0.08
H -3.76 -3.81 -5.39
H -2.78 -4.90 -4.41
H -2.53 -3.16 -4.29
H -5.01 -4.70 -3.34
H -4.93 -2.95 -3.42
H -3.36 -4.69 -1.64
H -3.55 0.00 -3.89
H -2.58 1.49 -4.01
H -4.19 1.54 -3.29
H -2.57 3.30 -2.57
H -1.66 5.04 -1.07
H -0.63 4.34 1.11
H -0.53 1.92 1.64
C 8.31 1.35 0.41
C 6.83 1.10 0.28
C 6.06 0.71 1.37
C 4.70 0.47 1.26
C 3.94 0.03 2.49
C 4.09 0.66 0.01
Te 1.96 0.35 0.00
N 0.19 -0.79 -1.04
C 0.33 -1.63 -2.10
O -0.54 -2.33 -2.58
C 1.68 -1.64 -2.76
C 2.80 -2.19 -2.14
C 4.00 -2.31 -2.83
C 4.10 -1.86 -4.13
C 2.99 -1.30 -4.76
C 1.78 -1.21 -4.08
C 1.62 2.08 -1.18
C 0.99 1.96 -2.41
C 0.89 3.06 -3.26
C 1.41 4.28 -2.85
C 2.00 4.40 -1.60
C 2.11 3.31 -0.74
C 2.77 3.51 0.60
C 4.83 1.01 -1.12
C 4.26 1.19 -2.50
C 6.20 1.24 -0.95
H 8.65 1.18 1.43
H 8.55 2.37 0.13
H 8.87 0.69 -0.25
H 6.54 0.58 2.33
H 4.61 -0.01 3.35
H 3.51 -0.97 2.36
H 3.12 0.71 2.74
H 2.72 -2.57 -1.13
H 4.85 -2.76 -2.34
H 5.03 -1.94 -4.67
H 3.06 -0.96 -5.78
H 0.89 -0.83 -4.58
H 0.60 1.01 -2.73
H 0.42 2.95 -4.23
H 1.35 5.14 -3.50
H 2.39 5.36 -1.28
H 2.57 4.52 0.96
H 3.85 3.39 0.53
H 2.41 2.80 1.35
H 3.38 0.56 -2.66
H 5.00 0.92 -3.25
H 3.96 2.23 -2.67
H 6.78 1.52 -1.82
C -1.59 -0.18 5.85
N -2.01 -0.47 4.49
C -2.42 -1.86 4.36
C -1.12 0.02 3.44
C -0.13 -1.01 2.90
C 0.85 -1.48 3.78
C 1.73 -2.48 3.42
C 1.65 -3.03 2.15
C 0.70 -2.56 1.25
C -0.19 -1.55 1.61
H -2.44 -0.32 6.52
H -1.26 0.85 5.93
H -0.79 -0.84 6.21
H -3.37 -2.01 4.88
H -1.69 -2.56 4.80
H -2.55 -2.14 3.31
H -0.57 0.87 3.85
H -1.72 0.40 2.61
H 0.92 -1.04 4.77
H 2.48 -2.83 4.12
H 2.32 -3.82 1.85
H 0.66 -3.00 0.26
C -6.44 0.60 1.39
C -5.54 -0.09 2.42
C -5.27 0.82 3.62
C -6.15 -1.43 2.87
C -4.25 -0.38 1.77
N -3.24 -0.62 1.29
H -7.38 0.87 1.87
H -6.67 -0.06 0.55
H -5.98 1.51 1.00
H -6.18 0.89 4.22
H -5.01 1.83 3.29
H -4.45 0.44 4.23
H -7.10 -1.22 3.36
H -5.50 -1.94 3.57
H -6.33 -2.09 2.02
*
```

## Properties
* LUMO level (alpha / beta): -3.35 / -3.81 eV
* E_tot: -3077.5073 hartree
* HOMO energy (alpha / beta): -9.37 / -10.45 eV

Copy entry 2 word for word.
The following is a DFT calculation (ωB97M-V/def2-TZVPD) of C47H57Cl2N4O3SSeTi as an isolated structure.

```
! RIJCOSX wB97M-V def2-TZVPD def2/J DEFGRID3
* xyz -1 3
Ti -0.18 1.58 -0.87
C 3.03 -1.98 5.44
C 2.59 -0.52 5.29
C 3.76 0.40 5.68
C 1.44 -0.27 6.26
C 2.18 -0.24 3.84
C 0.95 0.30 3.49
C 0.65 0.53 2.16
Se -1.07 1.29 1.69
C -1.88 -0.39 1.22
C -2.47 -1.16 2.20
C -2.96 -2.42 1.89
C -2.78 -2.85 0.58
C -2.16 -2.11 -0.43
C -1.76 -0.81 -0.11
O -1.27 0.06 -1.02
C -1.96 -2.85 -1.77
C -1.06 -2.12 -2.77
C -1.28 -4.20 -1.48
C -3.32 -3.09 -2.43
C -3.62 -3.35 2.91
C -2.78 -4.63 3.06
C -3.73 -2.69 4.28
C -5.03 -3.73 2.44
C 1.56 0.25 1.13
O 1.19 0.53 -0.12
C 2.82 -0.27 1.45
C 3.08 -0.50 2.81
C 3.96 -0.55 0.45
C 5.08 0.47 0.72
C 3.57 -0.43 -1.02
C 4.49 -1.97 0.66
H 3.32 -2.19 6.47
H 2.21 -2.66 5.17
H 3.88 -2.22 4.80
H 4.05 0.23 6.72
H 4.63 0.21 5.04
H 3.48 1.45 5.56
H 1.75 -0.53 7.27
H 1.14 0.78 6.27
H 0.56 -0.87 6.01
H 0.21 0.54 4.24
H -2.54 -0.77 3.21
H -3.12 -3.85 0.32
H -0.10 -1.87 -2.33
H -0.90 -2.78 -3.63
H -1.50 -1.19 -3.13
H -0.32 -4.05 -0.98
H -1.89 -4.85 -0.85
H -1.09 -4.72 -2.42
H -3.81 -2.14 -2.65
H -3.19 -3.64 -3.37
H -3.99 -3.67 -1.79
H -1.76 -4.39 3.35
H -3.22 -5.29 3.81
H -2.73 -5.18 2.12
H -2.74 -2.45 4.69
H -4.31 -1.77 4.24
H -4.22 -3.38 4.98
H -5.01 -4.20 1.46
H -5.50 -4.42 3.14
H -5.66 -2.84 2.37
H 4.05 -0.89 3.07
H 4.72 1.49 0.57
H 5.46 0.39 1.74
H 5.91 0.29 0.03
H 3.24 0.57 -1.30
H 4.44 -0.68 -1.63
H 2.76 -1.12 -1.29
H 4.90 -2.13 1.67
H 3.70 -2.71 0.50
H 5.29 -2.17 -0.05
Cl -3.10 4.79 -3.01
C -1.67 5.13 -2.06
C -1.14 6.42 -2.06
C -0.03 6.69 -1.30
Cl 0.62 8.33 -1.31
C 0.61 5.71 -0.53
C 1.76 5.90 0.31
C 2.28 4.79 0.96
C 1.75 3.53 0.81
N 0.65 3.30 0.02
C 0.08 4.41 -0.59
C -1.08 4.13 -1.33
O -1.51 2.85 -1.28
H -1.60 7.19 -2.66
H 2.20 6.88 0.41
H 3.15 4.90 1.60
H 2.19 2.67 1.28
C -3.64 1.14 -5.84
C -2.29 1.20 -6.14
C -1.38 1.27 -5.09
N -1.74 1.28 -3.81
C -3.04 1.23 -3.54
C -4.03 1.16 -4.51
H -4.38 1.08 -6.63
H -1.93 1.18 -7.16
H -0.31 1.32 -5.28
H -3.30 1.24 -2.48
H -5.07 1.12 -4.22
N -3.72 2.51 0.73
H -3.27 2.58 -0.18
H -3.61 3.42 1.17
H -4.71 2.36 0.58
S 1.31 2.46 -2.69
C 1.87 1.24 -3.82
N 2.68 1.76 -4.84
C 3.12 0.96 -5.89
C 2.85 -0.38 -5.89
C 2.10 -0.96 -4.85
C 1.60 -0.09 -3.82
H 2.80 2.75 -4.86
H 3.68 1.46 -6.67
H 3.22 -0.98 -6.71
H 1.89 -2.01 -4.83
H 0.99 -0.47 -3.03
*
```

## Properties
* LUMO level (alpha / beta): 2.04 / 2.04 eV
* E_tot: -6839.6176 hartree
* HOMO energy (alpha / beta): -2.24 / -4.63 eV